{
  "formula": "C3H6N4OS",
  "method": "ωB97M-V with the def2-TZVPD basis set",
  "elements": ["C", "H", "N", "S", "H", "C", "H", "N", "H", "N", "N", "H", "H", "C", "O"],
  "positions_angstrom": [[2.06445, -0.04008, 0.80240], [1.02671, -1.84456, -0.72335], [-0.91523, -0.71635, -0.04760], [-4.05367, -0.58333, 0.41954], [1.28710, -0.58135, 1.28290], [1.36323, 0.03689, -0.52428], [-4.56134, 0.66955, -0.08590], [-1.91208, 1.25747, -0.15931], [3.04888, -0.48379, 0.86048], [-0.67544, 1.43761, -0.44505], [-2.08706, -0.02413, 0.05460], [2.02242, 1.03365, 1.29090], [1.72666, 0.82703, -1.18334], [0.02079, 0.26491, -0.35606], [1.64457, -1.25351, -1.18594]],
  "forces_ev_per_angstrom": [[-0.863, 3.248, 1.283], [0.255, -0.205, -0.411], [0.548, 1.494, -0.126], [-1.912, 1.052, -0.433], [0.144, -1.017, 1.647], [5.375, -1.281, -2.308], [1.078, -1.635, 0.732], [-0.081, -0.038, -0.438], [-0.007, 0.006, -0.358], [1.853, 1.247, -0.072], [2.926, -0.730, -0.281], [0.370, -2.059, -0.765], [0.379, -0.154, -0.082], [-9.048, -0.905, 1.049], [-1.017, 0.977, 0.563]],
  "nbo_charge": [-0.6008, 0.4701, -0.3222, 0.3532, 0.2089, 0.0064, 0.1625, -0.0813, 0.2361, -0.2623, -0.1514, 0.2097, 0.2126, 0.2522, -0.6938],
  "lumo_ev": [0.1926, -4.0027],
  "charge": 0,
  "e_tot_ev": -22045.2218,
  "relative_energy_kcal_mol": 8.06,
  "max_force_ev_per_a": 9.2,
  "spin_multiplicity": 3,
  "homo_lumo_gap_ev": [9.05, 6.13]
}